Computed, not measured: a 2-piece molecular cluster, C10H20N2O6 overall, with ωB97M-V/def2-TZVPD.

```
! RIJCOSX wB97M-V def2-TZVPD def2/J DEFGRID3
* xyz 0 1
C 3.95394 0.93492 -0.82349
C 2.79837 1.30782 0.09392
C 3.81161 -0.51571 -1.29251
C 4.20738 -1.49863 -0.21513
C -3.59509 0.62710 -0.82652
C -4.76885 -0.30094 -0.55702
C -2.26058 -0.12599 -0.73663
C -1.72626 -0.37035 0.68156
C -0.40770 -1.14182 0.60020
C -2.72737 -1.09904 1.57858
H 5.30178 2.03342 0.25569
H 5.98556 1.06071 -0.87547
H 3.79748 1.57729 -1.70953
H 4.45788 -0.70699 -2.15316
H 2.77239 -0.69790 -1.58590
H 3.88193 -1.93048 1.57076
H 2.35501 2.32651 1.58901
H -4.50874 2.25456 0.00853
H -2.90141 2.44252 -0.23644
H -3.73603 0.89502 -1.89016
H -1.50864 0.44795 -1.29672
H -2.38275 -1.07937 -1.26234
H -1.53017 0.60829 1.13753
H -0.56813 -2.14102 0.17406
H 0.03735 -1.27009 1.59353
H 0.32399 -0.62410 -0.03112
H -2.27895 -1.31057 2.55672
H -3.61996 -0.48695 1.75171
H -3.03828 -2.05320 1.13451
H -6.49132 -0.35729 0.15279
N 5.24565 1.12090 -0.18367
N -3.61292 1.78214 0.06001
O 1.65168 0.98511 -0.09727
O 5.00373 -2.39530 -0.34622
O 3.53842 -1.28294 0.93418
O 3.16840 2.12290 1.09788
O -4.84002 -1.44798 -0.93026
O -5.78937 0.30949 0.07833
*
```

The relative energy (zero: lowest compared OMol25 entry of this formula, charge and spin) comes out at 0.048 eV. As for the LUMO energy: 0.01622 Eh. The molar mass comes out at 264.28 g mol⁻¹. Its SMILES is N[C@@H](CC(=O)O)C(=O)O.CC(C)C[C@H](N)C(=O)O. The HOMO energy is -9.449 eV. The calculation puts the HOMO-LUMO gap at 9.89 eV.

Computed, not measured: C7H14O3 in the gas phase, with ωB97M-V/def2-TZVPD.

```
! RIJCOSX wB97M-V def2-TZVPD def2/J DEFGRID3
* xyz 0 1
C 0.58133 -1.49289 -0.20024
C 0.69486 -1.86023 1.27939
C -0.33806 -0.06304 -2.02163
C -0.16842 -0.15092 -0.49683
O 1.85108 -1.47403 -0.80917
O -1.47800 -0.14200 0.05654
H 2.39203 -0.83939 -0.31703
H 0.01864 -2.28470 -0.71144
H 1.23930 -1.09026 1.82613
H 1.25480 -2.78998 1.35745
H -0.28482 -2.00673 1.72218
H -0.75137 0.89387 -2.32907
H 0.63000 -0.22087 -2.49650
H -1.01812 -0.85238 -2.33246
C -1.65628 0.33798 1.37323
C 0.06095 2.41032 -0.34059
C 0.63591 1.06146 -0.01962
O 1.70602 0.94662 0.55467
H 0.55565 2.79995 -1.22069
H -0.79480 0.15538 2.01560
H -2.52145 -0.19533 1.77920
H -1.87849 1.41063 1.37785
H 0.27277 3.08698 0.48191
H -1.00354 2.35957 -0.52886
*
```

The relative energy (zero: lowest compared OMol25 entry of this formula, charge and spin) comes out at 1.201 eV. As for the LUMO energy: 0.03110 Eh. The molar mass comes out at 146.19 g mol⁻¹. Its SMILES is CO[C@@](C)(C(C)=O)[C@H](C)O. The HOMO energy is -9.406 eV. The calculation puts the HOMO-LUMO gap at 10.25 eV.

Computed, not measured: C28H35NO3 in the gas phase, with ωB97M-V/def2-TZVPD.

```
! RIJCOSX wB97M-V def2-TZVPD def2/J DEFGRID3
* xyz 0 1
C -4.89359 -0.27522 3.39961
H -5.81799 0.25554 3.14796
O -3.75740 0.50740 3.13275
C -3.52274 0.89724 1.84615
C -4.33227 0.59138 0.75852
C -3.98257 1.03211 -0.50663
C -2.83000 1.77406 -0.72431
C -2.03453 2.08632 0.37399
C -2.37164 1.65757 1.63981
H -1.75199 1.89173 2.49070
H -1.12885 2.65791 0.23217
C -2.41771 2.18914 -2.12295
N -2.18600 1.08135 -3.03937
H -3.02456 0.51640 -3.12860
C -1.04327 0.23645 -2.75622
C -1.26086 -0.82515 -1.66827
H -1.68030 -0.34003 -0.78828
H -1.97605 -1.56931 -2.02999
C 0.05059 -1.51682 -1.28425
C -0.13513 -2.69447 -0.35636
C -1.25935 -2.88110 0.42775
C -1.36073 -3.95849 1.29490
C -0.32363 -4.86363 1.38498
C 0.81618 -4.69668 0.61464
C 0.92015 -3.61728 -0.25108
O 2.00457 -3.37144 -1.04520
C 3.11340 -4.22846 -0.95682
H 3.85190 -3.82510 -1.64846
H 2.86113 -5.25158 -1.25615
H 3.53517 -4.23874 0.05356
H 1.61703 -5.41409 0.70231
H -0.39031 -5.70672 2.05669
H -2.24768 -4.08438 1.89763
H -2.07601 -2.17834 0.36915
C 0.98480 -0.52947 -0.62119
C 0.69539 -0.02442 0.64217
C 1.52911 0.89166 1.24401
C 2.68989 1.33036 0.60339
C 2.98853 0.82242 -0.65536
C 2.13809 -0.09476 -1.25156
H 2.38735 -0.47951 -2.22999
H 3.87424 1.13023 -1.18965
O 3.42235 2.24936 1.29235
C 4.67514 2.69208 0.79305
C 5.75721 1.63318 1.00997
H 6.70542 1.98106 0.60887
H 5.87081 1.44146 2.07435
H 5.48747 0.70012 0.52095
C 5.00481 3.97555 1.54935
H 5.95431 4.37771 1.20776
H 4.22494 4.71457 1.38632
H 5.06593 3.76768 2.61422
H 4.58735 2.92357 -0.27893
H 1.30586 1.28838 2.22205
H -0.19097 -0.35541 1.16261
H 0.53256 -1.88520 -2.19627
H -0.77032 -0.26189 -3.69388
H -0.21342 0.88683 -2.46779
C -3.46242 3.12176 -2.74132
H -3.59168 4.00291 -2.11805
H -4.42143 2.61822 -2.83294
H -3.13744 3.42732 -3.73187
H -1.46680 2.73171 -2.05384
H -4.62232 0.77235 -1.33879
H -5.23359 0.01056 0.87971
H -4.87283 -0.47050 4.47072
H -4.86331 -1.22748 2.85923
*
```

As for the LUMO energy: 0.02835 Eh. The molar mass comes out at 433.59 g mol⁻¹. Its SMILES is COc1ccc([C@H](C)NCC[C@@H](c2ccc(OC(C)C)cc2)c2ccccc2OC)cc1. The HOMO energy is -7.986 eV. The calculation puts the HOMO-LUMO gap at 8.76 eV.

Please write out number 3 again, unchanged.
Computed, not measured: C28H35NO3 in the gas phase, with ωB97M-V/def2-TZVPD.

```
! RIJCOSX wB97M-V def2-TZVPD def2/J DEFGRID3
* xyz 0 1
C -4.89359 -0.27522 3.39961
H -5.81799 0.25554 3.14796
O -3.75740 0.50740 3.13275
C -3.52274 0.89724 1.84615
C -4.33227 0.59138 0.75852
C -3.98257 1.03211 -0.50663
C -2.83000 1.77406 -0.72431
C -2.03453 2.08632 0.37399
C -2.37164 1.65757 1.63981
H -1.75199 1.89173 2.49070
H -1.12885 2.65791 0.23217
C -2.41771 2.18914 -2.12295
N -2.18600 1.08135 -3.03937
H -3.02456 0.51640 -3.12860
C -1.04327 0.23645 -2.75622
C -1.26086 -0.82515 -1.66827
H -1.68030 -0.34003 -0.78828
H -1.97605 -1.56931 -2.02999
C 0.05059 -1.51682 -1.28425
C -0.13513 -2.69447 -0.35636
C -1.25935 -2.88110 0.42775
C -1.36073 -3.95849 1.29490
C -0.32363 -4.86363 1.38498
C 0.81618 -4.69668 0.61464
C 0.92015 -3.61728 -0.25108
O 2.00457 -3.37144 -1.04520
C 3.11340 -4.22846 -0.95682
H 3.85190 -3.82510 -1.64846
H 2.86113 -5.25158 -1.25615
H 3.53517 -4.23874 0.05356
H 1.61703 -5.41409 0.70231
H -0.39031 -5.70672 2.05669
H -2.24768 -4.08438 1.89763
H -2.07601 -2.17834 0.36915
C 0.98480 -0.52947 -0.62119
C 0.69539 -0.02442 0.64217
C 1.52911 0.89166 1.24401
C 2.68989 1.33036 0.60339
C 2.98853 0.82242 -0.65536
C 2.13809 -0.09476 -1.25156
H 2.38735 -0.47951 -2.22999
H 3.87424 1.13023 -1.18965
O 3.42235 2.24936 1.29235
C 4.67514 2.69208 0.79305
C 5.75721 1.63318 1.00997
H 6.70542 1.98106 0.60887
H 5.87081 1.44146 2.07435
H 5.48747 0.70012 0.52095
C 5.00481 3.97555 1.54935
H 5.95431 4.37771 1.20776
H 4.22494 4.71457 1.38632
H 5.06593 3.76768 2.61422
H 4.58735 2.92357 -0.27893
H 1.30586 1.28838 2.22205
H -0.19097 -0.35541 1.16261
H 0.53256 -1.88520 -2.19627
H -0.77032 -0.26189 -3.69388
H -0.21342 0.88683 -2.46779
C -3.46242 3.12176 -2.74132
H -3.59168 4.00291 -2.11805
H -4.42143 2.61822 -2.83294
H -3.13744 3.42732 -3.73187
H -1.46680 2.73171 -2.05384
H -4.62232 0.77235 -1.33879
H -5.23359 0.01056 0.87971
H -4.87283 -0.47050 4.47072
H -4.86331 -1.22748 2.85923
*
```

As for the LUMO energy: 0.02835 Eh. The molar mass comes out at 433.59 g mol⁻¹. Its SMILES is COc1ccc([C@H](C)NCC[C@@H](c2ccc(OC(C)C)cc2)c2ccccc2OC)cc1. The HOMO energy is -7.986 eV. The calculation puts the HOMO-LUMO gap at 8.76 eV.